One molecule with the formula C4H9NO. Source: the OMol25 dataset; level of theory: the ωB97M-V functional and the def2-TZVPD basis.

```
15
Properties=species:S:1:pos:R:3:forces:R:3
C 2.32164 -0.34972 -0.13866 0.1 -0.1 0.1
C 1.22520 0.69817 0.05346 -0.1 0.1 -0.3
C -0.10337 0.18253 0.26827 0.0 0.1 -0.2
O -0.21371 -0.21566 1.50209 0.2 0.1 0.0
N -1.16467 0.17113 -0.53464 0.2 0.0 0.0
C -2.50406 -0.16340 -0.08776 -0.1 0.0 0.1
H 2.37087 -0.76487 -1.15789 0.0 0.1 0.1
H 3.30289 0.08688 0.07825 -0.2 -0.1 0.0
H 2.18566 -1.19203 0.54888 0.0 0.1 -0.1
H 0.81843 0.39621 1.53640 -0.2 -0.1 0.1
H 1.29746 1.51675 -0.66980 0.0 -0.1 0.1
H -1.00567 0.36898 -1.51000 0.0 0.0 0.1
H -2.76811 -1.19456 -0.34535 0.0 0.2 0.0
H -2.53311 -0.05761 0.99847 0.0 0.0 -0.2
H -3.22947 0.51719 -0.54175 0.1 -0.1 0.1
```
Forces are in eV/Å.

Output
Total charge: 0
E_LUMO: 0.0296 Ha
ΔE to the lowest compared entry with this formula, charge and spin: 313.3 kJ/mol
E_HOMO: -7.620 eV
E: -287.71310 Ha
SMILES: C/C=C(\O)NC

Atom charges from the natural (NBO) analysis, given in e for atoms 1 to 8: -0.602, -0.657, 0.631, -0.697, -0.565, -0.419, 0.180, 0.210